# 1
The following is a quantum chemistry calculation of C14H21F12MgN7P2 as an isolated structure, from the Open Molecules 2025 dataset.

## Properties
net charge: 0
energy relative to the best compared isomer or geometry (same formula, charge and spin): 0.0 kcal/mol
multiplicity: 1
E_LUMO: -0.577 eV

```
57
Properties=species:S:1:pos:R:3:forces:R:3
Mg -0.023 -2.974 -1.620 -0.1825 0.6056 0.1872
P -0.239 -0.062 0.331 -0.2900 0.5062 0.8611
F -0.511 -1.108 -0.940 0.3600 -0.2895 -0.2265
F -1.156 1.005 -0.411 -0.2297 -0.2090 0.0575
F -1.475 -0.752 1.091 -0.0730 0.1435 -0.2342
F -0.033 0.944 1.566 0.2939 -0.1942 -0.1953
F 0.748 -1.167 1.017 0.0553 0.0538 -0.0894
F 1.058 0.533 -0.447 0.0453 -0.1737 -0.0464
P -3.146 -3.541 -3.148 -0.4441 0.0328 -0.8712
F -3.236 -1.969 -2.896 -0.0205 0.1658 0.0678
F -1.654 -3.484 -2.269 0.0362 -0.4029 0.0298
F -3.850 -3.819 -1.750 -0.0782 -0.0737 0.2703
F -2.860 -5.102 -3.333 0.0170 -0.1360 0.0787
F -4.504 -3.599 -3.948 -0.1176 0.0195 -0.0625
F -2.282 -3.253 -4.486 0.0350 -0.0214 0.1954
C -1.074 -3.386 2.771 0.2522 0.2609 0.4569
C -0.835 -3.656 1.376 -0.1996 -0.0692 0.1628
N -0.660 -3.791 0.258 0.6024 -0.0727 -0.4617
H -0.218 -2.820 3.148 -0.1252 0.1110 -0.0845
H -1.153 -4.278 3.385 -0.1607 -0.1871 -0.2355
H -1.971 -2.775 2.848 -0.0291 -0.0044 0.0685
C 3.801 -1.142 -0.166 0.5985 -0.0672 0.4709
C 2.819 -2.012 -0.750 -0.2958 -0.1704 -0.0654
N 2.013 -2.695 -1.186 -0.0018 -0.1398 -0.0349
H 4.096 -1.541 0.807 -0.1354 -0.0125 -0.0367
H 3.374 -0.154 -0.014 -0.0431 0.0271 -0.2023
H 4.701 -1.120 -0.779 -0.0923 0.1743 -0.1335
C 1.105 -0.296 -5.263 0.4164 -0.1988 0.0044
C 0.699 -1.291 -4.283 -0.0811 0.7013 -0.7286
N 0.325 -2.066 -3.540 0.2524 -0.5690 0.8326
H 0.275 0.366 -5.494 -0.0826 -0.0466 -0.0493
H 1.464 -0.816 -6.151 -0.2157 0.0713 -0.0773
H 1.945 0.282 -4.878 -0.1042 0.0446 0.1127
C -0.476 1.611 4.517 0.1412 0.1184 -0.1795
C -0.075 1.978 5.870 -0.1142 -0.1816 -0.2438
N 0.212 2.272 6.938 0.0839 0.0410 0.2844
H -0.502 0.533 4.373 -0.0466 -0.0364 0.1760
H 0.227 2.017 3.792 -0.0376 0.1394 0.0444
H -1.463 2.021 4.311 -0.0144 -0.0244 -0.0535
C -2.169 3.900 1.038 -0.3604 0.0673 -0.6397
C -0.822 4.090 1.536 0.0530 -0.1973 0.1016
N 0.252 4.199 1.920 0.2001 0.0405 0.0109
H -2.903 4.403 1.661 0.0152 -0.0330 0.1259
H -2.409 2.842 0.936 0.0849 -0.0401 0.2166
H -2.247 4.317 0.029 0.0104 0.0585 0.1195
C 3.031 1.263 2.390 -0.4905 0.0623 0.4125
C 3.234 2.213 3.485 0.2633 -0.2363 -0.3865
N 3.409 2.960 4.336 0.0003 0.1199 0.1965
H 2.396 0.457 2.763 -0.0095 0.0064 -0.1680
H 3.964 0.829 2.041 0.1488 0.2133 0.0661
H 2.497 1.769 1.586 0.0534 -0.0829 -0.0731
C -0.168 3.090 -2.262 0.2022 0.4716 0.6509
C -1.494 2.707 -2.701 -0.5517 -0.2210 -0.3271
N -2.550 2.441 -3.073 0.3675 0.1015 0.1247
H 0.523 2.254 -2.212 -0.0308 -0.1147 -0.2649
H -0.221 3.472 -1.238 -0.0473 -0.0259 -0.0980
H 0.206 3.901 -2.884 0.1165 -0.1261 -0.1169
```
Positions in Å, forces in eV/Å.

# 2
The following is a quantum chemistry calculation of a 3-piece molecular cluster, C14H21F2NO9 overall, from the Open Molecules 2025 dataset.

## Properties
net charge: 0
multiplicity: 1
E_LUMO: -2.296 eV
SMILES: O=C1C=C(N(C(=O)F)C(=O)F)C(=O)O1.COCCOC.COCCOC

```
47
Properties=species:S:1:pos:R:3:forces:R:3
O 2.151 -2.526 1.513 -4.1945 2.7696 -2.4253
C 1.080 -2.005 1.145 0.2862 -1.3543 2.7329
C -0.277 -2.139 1.980 -1.8839 1.6554 -2.4852
C -1.293 -1.517 1.202 3.4387 -1.4938 2.2060
N -2.682 -1.518 1.730 -1.2223 1.0920 -5.1202
C -3.405 -0.250 1.471 -4.1334 4.1449 4.4575
O -4.066 0.247 2.440 3.6265 -2.6019 -5.4777
F -3.480 0.446 0.218 0.9554 -2.5654 2.9139
C -3.391 -2.577 0.925 1.4116 -5.3109 0.0032
O -2.973 -3.747 1.040 -2.3276 5.2634 -0.7846
F -4.452 -2.277 0.040 2.5486 0.1324 2.5991
C -0.650 -0.981 -0.154 -1.1481 0.4503 -1.5826
O -1.138 -0.532 -1.201 2.1717 -1.8845 4.6252
O 0.771 -1.175 0.030 -0.2799 -1.0609 0.4461
H -0.440 -2.642 3.005 0.5415 0.8825 -2.0254
C 7.368 -3.085 -1.878 0.0797 0.2037 0.0684
O 6.635 -2.183 -1.060 -0.0951 -0.3752 -0.1159
C 5.253 -2.527 -0.976 0.2089 0.2969 0.4680
C 4.935 -3.243 0.332 -0.1472 -0.3734 -0.4834
O 5.571 -4.520 0.395 0.3081 0.3048 0.0888
C 6.749 -4.499 1.190 -0.1339 -0.1730 -0.0387
H 8.432 -2.913 -1.705 -0.1094 0.0836 0.0106
H 7.143 -4.128 -1.641 -0.0581 0.0135 0.0010
H 7.148 -2.891 -2.932 0.0166 -0.1089 -0.0713
H 4.949 -3.132 -1.837 0.0360 -0.0637 0.0755
H 4.689 -1.589 -1.009 -0.0278 -0.0406 0.0061
H 3.859 -3.421 0.382 0.1669 0.0372 -0.0245
H 5.214 -2.627 1.195 0.0260 -0.0035 -0.1080
H 6.477 -4.476 2.251 0.1116 0.0549 0.0201
H 7.387 -3.643 0.956 -0.0488 0.0142 0.0034
H 7.310 -5.415 0.992 -0.1262 0.0304 -0.0039
C -5.442 6.653 -0.667 -0.2139 -0.0485 -0.0198
O -5.830 5.455 -1.326 0.3980 0.0953 0.0879
C -4.755 4.865 -2.056 -0.4157 -0.3462 0.1475
C -4.138 3.698 -1.293 0.3782 0.3316 -0.0888
O -3.490 4.138 -0.102 -0.3589 -0.0130 -0.0897
C -4.282 3.915 1.054 0.1611 -0.0770 0.1477
H -6.221 6.912 0.053 -0.0032 -0.0737 -0.1206
H -4.499 6.538 -0.129 0.0209 -0.0285 -0.0464
H -5.355 7.464 -1.396 0.0847 0.0860 0.0415
H -3.997 5.614 -2.306 0.0237 -0.0479 0.0942
H -5.176 4.488 -2.994 0.0469 -0.0088 0.0101
H -3.370 3.236 -1.921 -0.0395 -0.0090 -0.0287
H -4.891 2.934 -1.067 -0.0165 0.1259 -0.0109
H -4.258 2.852 1.318 -0.1377 0.0387 0.0614
H -5.318 4.233 0.912 0.0232 -0.0125 -0.0483
H -3.853 4.487 1.879 0.0509 -0.0323 -0.1164
```
Positions in Å, forces in eV/Å.

# 3
The following is a quantum chemistry calculation of C14H21F5IOP2SW as an isolated structure, from the Open Molecules 2025 dataset.

## Properties
net charge: +3
multiplicity: 3
E_LUMO (alpha / beta): -12.417 / -13.611 eV

```
46
Properties=species:S:1:pos:R:3:forces:R:3
C -2.022 2.956 -1.245 -0.4678 0.4557 -1.0406
I -0.640 2.443 -3.229 -0.6789 0.5309 0.4606
H -2.066 2.448 -0.249 -0.8002 0.0074 0.6731
H -3.037 2.826 -1.626 0.3338 -0.0809 -0.4323
H -1.824 4.015 -1.064 0.1891 -0.2438 0.0299
W -0.624 1.231 -0.745 1.7566 -3.7697 -1.1164
P -1.836 -0.883 -1.631 -1.8370 -0.4426 -0.8024
C -1.527 -1.399 -3.329 0.3669 0.0188 -0.7237
C -2.241 -2.480 -0.824 0.7359 -0.2412 0.8044
H -2.975 -3.050 -1.421 0.2588 0.6474 -0.1337
H -4.267 -0.866 -1.589 0.0413 0.0392 0.0100
H -2.668 -2.355 0.177 0.1160 0.1752 -0.1332
H -3.590 0.594 -0.833 -0.2803 -0.1945 -0.0202
H -0.460 -1.626 -3.461 -0.2467 -0.1617 -0.0701
H -1.351 -3.109 -0.736 -0.0507 0.0814 -0.0034
C -3.487 -0.107 -1.669 0.1075 0.3592 0.1409
H -2.111 -2.307 -3.582 0.2862 0.5360 0.2497
H -3.608 0.432 -2.604 -0.0879 0.1237 -0.1279
H -1.785 -0.603 -4.047 0.0533 -0.2626 0.2935
P 1.547 1.752 0.099 1.5694 0.8457 1.5551
C 2.949 2.542 -0.717 -0.1814 -0.0956 -0.8310
C 0.403 3.038 0.569 -0.3648 0.5015 0.2316
H 1.591 0.963 2.442 0.1280 0.1634 -0.3664
H 3.134 1.756 1.976 -0.3904 0.0033 -0.3983
H 2.748 0.120 1.401 -0.0325 0.2498 0.0821
C 2.314 1.108 1.626 -0.2012 -0.8773 0.1533
H -0.643 2.623 0.698 0.5771 0.9212 0.8115
H 0.691 3.278 1.585 -0.3568 0.3787 0.4284
H 3.681 2.877 0.037 -0.4066 -0.1607 -0.2099
H 2.613 3.390 -1.325 0.1371 -0.1628 0.0455
H 0.386 3.895 -0.088 0.1366 0.3625 0.0575
H 3.417 1.801 -1.370 0.2174 0.1403 -0.0094
C 0.805 0.158 -1.818 4.3523 -3.0850 -2.4332
O 1.692 -0.383 -2.385 -4.7127 2.8421 2.7728
F 3.111 -3.996 3.770 -1.6220 1.2775 -1.1514
C 2.188 -3.188 3.200 0.7283 -0.5030 0.7392
C 1.828 -3.304 1.853 0.1946 -0.4459 -0.5595
F 2.326 -4.304 1.143 0.0392 0.5146 0.0080
C 0.992 -2.368 1.227 0.1212 0.0071 -0.1485
F 0.943 -2.333 -0.134 -0.2448 -0.1470 0.8234
C 0.287 -1.428 1.984 -0.3844 1.1390 -0.6528
S -0.844 -0.037 1.196 1.3790 -1.7245 1.6821
C 0.555 -1.406 3.367 -0.5003 0.9552 1.1394
F -0.122 -0.561 4.195 0.8254 -0.7529 -1.2262
C 1.574 -2.185 3.947 0.0308 0.4425 1.1957
F 1.955 -1.968 5.229 -0.8344 -0.3678 -1.7971
```
Positions in Å, forces in eV/Å.

Please write out number 2 again, unchanged.
The following is a quantum chemistry calculation of a 3-piece molecular cluster, C14H21F2NO9 overall, from the Open Molecules 2025 dataset.

## Properties
net charge: 0
multiplicity: 1
E_LUMO: -2.296 eV
SMILES: O=C1C=C(N(C(=O)F)C(=O)F)C(=O)O1.COCCOC.COCCOC

```
47
Properties=species:S:1:pos:R:3:forces:R:3
O 2.151 -2.526 1.513 -4.1945 2.7696 -2.4253
C 1.080 -2.005 1.145 0.2862 -1.3543 2.7329
C -0.277 -2.139 1.980 -1.8839 1.6554 -2.4852
C -1.293 -1.517 1.202 3.4387 -1.4938 2.2060
N -2.682 -1.518 1.730 -1.2223 1.0920 -5.1202
C -3.405 -0.250 1.471 -4.1334 4.1449 4.4575
O -4.066 0.247 2.440 3.6265 -2.6019 -5.4777
F -3.480 0.446 0.218 0.9554 -2.5654 2.9139
C -3.391 -2.577 0.925 1.4116 -5.3109 0.0032
O -2.973 -3.747 1.040 -2.3276 5.2634 -0.7846
F -4.452 -2.277 0.040 2.5486 0.1324 2.5991
C -0.650 -0.981 -0.154 -1.1481 0.4503 -1.5826
O -1.138 -0.532 -1.201 2.1717 -1.8845 4.6252
O 0.771 -1.175 0.030 -0.2799 -1.0609 0.4461
H -0.440 -2.642 3.005 0.5415 0.8825 -2.0254
C 7.368 -3.085 -1.878 0.0797 0.2037 0.0684
O 6.635 -2.183 -1.060 -0.0951 -0.3752 -0.1159
C 5.253 -2.527 -0.976 0.2089 0.2969 0.4680
C 4.935 -3.243 0.332 -0.1472 -0.3734 -0.4834
O 5.571 -4.520 0.395 0.3081 0.3048 0.0888
C 6.749 -4.499 1.190 -0.1339 -0.1730 -0.0387
H 8.432 -2.913 -1.705 -0.1094 0.0836 0.0106
H 7.143 -4.128 -1.641 -0.0581 0.0135 0.0010
H 7.148 -2.891 -2.932 0.0166 -0.1089 -0.0713
H 4.949 -3.132 -1.837 0.0360 -0.0637 0.0755
H 4.689 -1.589 -1.009 -0.0278 -0.0406 0.0061
H 3.859 -3.421 0.382 0.1669 0.0372 -0.0245
H 5.214 -2.627 1.195 0.0260 -0.0035 -0.1080
H 6.477 -4.476 2.251 0.1116 0.0549 0.0201
H 7.387 -3.643 0.956 -0.0488 0.0142 0.0034
H 7.310 -5.415 0.992 -0.1262 0.0304 -0.0039
C -5.442 6.653 -0.667 -0.2139 -0.0485 -0.0198
O -5.830 5.455 -1.326 0.3980 0.0953 0.0879
C -4.755 4.865 -2.056 -0.4157 -0.3462 0.1475
C -4.138 3.698 -1.293 0.3782 0.3316 -0.0888
O -3.490 4.138 -0.102 -0.3589 -0.0130 -0.0897
C -4.282 3.915 1.054 0.1611 -0.0770 0.1477
H -6.221 6.912 0.053 -0.0032 -0.0737 -0.1206
H -4.499 6.538 -0.129 0.0209 -0.0285 -0.0464
H -5.355 7.464 -1.396 0.0847 0.0860 0.0415
H -3.997 5.614 -2.306 0.0237 -0.0479 0.0942
H -5.176 4.488 -2.994 0.0469 -0.0088 0.0101
H -3.370 3.236 -1.921 -0.0395 -0.0090 -0.0287
H -4.891 2.934 -1.067 -0.0165 0.1259 -0.0109
H -4.258 2.852 1.318 -0.1377 0.0387 0.0614
H -5.318 4.233 0.912 0.0232 -0.0125 -0.0483
H -3.853 4.487 1.879 0.0509 -0.0323 -0.1164
```
Positions in Å, forces in eV/Å.

Question: What is the net charge in the second record?
Answer: 0